A 15-piece molecular cluster, C55H100O45 overall in a non-equilibrium geometry, computed with the ωB97M-V functional and the def2-TZVPD basis.

Last columns: bonded neighbours and bond lengths (Å).
Element x y z (Å)
1 C -7.1614 -1.2863 9.1908  C2 1.511, O6 1.373, H7 1.090, H8 1.090
2 C -8.5596 -1.1357 9.7442  C1 1.511, O3 1.425, H9 1.090, H10 1.090
3 O -8.5574 0.2852 9.8583  C2 1.425, C4 1.340
4 C -7.5312 0.8740 9.2285  O3 1.340, O5 1.248, O6 1.343
5 O -7.3642 2.1082 9.1517  C4 1.248
6 O -6.6536 -0.0618 8.8314  C1 1.373, C4 1.343
7 H -7.1177 -2.0085 8.3756  C1 1.090
8 H -6.6442 -1.6220 10.0896  C1 1.090
9 H -8.6146 -1.5145 10.7648  C2 1.090
10 H -9.2363 -1.6530 9.0641  C2 1.090
11 C -0.2161 3.5980 11.9339  C12 1.519, O16 1.452, H17 1.090, H18 1.090
12 C -1.4328 3.5700 11.0256  C11 1.519, O13 1.408, H19 1.090, H20 1.090
13 O -1.2751 2.3683 10.3098  C12 1.408, C14 1.295
14 C -0.3069 1.6365 10.7614  O13 1.295, O15 1.221, O16 1.312
15 O -0.0875 0.5489 10.2505  C14 1.221
16 O 0.1987 2.2110 11.8276  C11 1.452, C14 1.312
17 H -0.5243 3.8353 12.9521  C11 1.090
18 H 0.5362 4.2869 11.5498  C11 1.090
19 H -1.3675 4.3600 10.2775  C12 1.090
20 H -2.4109 3.6119 11.5048  C12 1.090
21 C -8.9345 4.9735 4.9607  C22 1.526, O26 1.424, H27 1.090, H28 1.090
22 C -8.8592 3.9356 6.0763  C21 1.526, O23 1.445, H29 1.090, H30 1.090
23 O -8.0926 4.6150 7.0951  C22 1.445, C24 1.363
24 C -7.9405 5.9272 6.7604  O23 1.363, O25 1.185, O26 1.316
25 O -7.4784 6.7758 7.4455  C24 1.185
26 O -8.4591 6.1669 5.5744  C21 1.424, C24 1.316
27 H -9.9820 4.9886 4.6599  C21 1.090
28 H -8.3999 4.6501 4.0676  C21 1.090
29 H -8.3869 3.0552 5.6403  C22 1.090
30 H -9.8276 3.7719 6.5489  C22 1.090
31 C -2.4480 6.7770 16.0139  C32 1.522, O36 1.407, H37 1.090, H38 1.090
32 C -0.9641 6.7233 16.3468  C31 1.522, O33 1.398, H39 1.090, H40 1.090
33 O -0.8674 5.3393 16.1722  C32 1.398, C34 1.360
34 C -1.8786 4.7701 15.4629  O33 1.360, O35 1.228, O36 1.345
35 O -1.8417 3.6117 15.0569  C34 1.228
36 O -2.8649 5.6618 15.2633  C31 1.407, C34 1.345
37 H -2.6249 7.6726 15.4183  C31 1.090
38 H -2.9226 6.9188 16.9849  C31 1.090
39 H -0.7428 6.8855 17.4017  C32 1.090
40 H -0.3202 7.3169 15.6978  C32 1.090
41 C -9.8844 4.7670 10.1623  C42 1.526, O46 1.431, H47 1.090, H48 1.090
42 C -10.0270 3.4942 10.9917  C41 1.526, O43 1.371, H49 1.090, H50 1.090
43 O -10.4562 3.9544 12.2102  C42 1.371, C44 1.320
44 C -10.9380 5.1743 12.0593  O43 1.320, O45 1.254, O46 1.276
45 O -11.5447 5.8196 12.9469  C44 1.254
46 O -10.9099 5.5100 10.8287  C41 1.431, C44 1.276
47 H -9.9898 4.4562 9.1229  C41 1.090
48 H -8.9111 5.2503 10.2468  C41 1.090
49 H -9.0706 2.9715 11.0022  C42 1.090
50 H -10.7082 2.7999 10.4998  C42 1.090
51 C -5.5152 2.6713 6.2554  C52 1.513, H58 1.090, H59 1.090, H60 1.090
52 C -4.0666 2.5021 5.8527  C51 1.513, O53 1.453, H61 1.090, H62 1.090
53 O -3.1360 3.0716 6.8118  C52 1.453, C54 1.398
54 C -2.0715 3.8738 6.3899  O53 1.398, O55 1.215, O56 1.359
55 O -1.5351 3.8503 5.3000  C54 1.215
56 O -1.5346 4.5261 7.4543  C54 1.359, C57 1.403
57 C -0.6700 5.5997 7.1921  O56 1.403, H63 1.090, H64 1.090, H65 1.090
58 H -5.6964 2.2474 7.2431  C51 1.090
59 H -6.2299 2.2284 5.5618  C51 1.090
60 H -5.7792 3.7135 6.4356  C51 1.090
61 H -3.9144 2.9689 4.8796  C52 1.090
62 H -3.8237 1.4674 5.6108  C52 1.090
63 H -1.1386 6.3242 6.5260  C57 1.090
64 H 0.2950 5.2549 6.8207  C57 1.090
65 H -0.4493 6.2450 8.0424  C57 1.090
66 C -9.2194 6.4431 15.1657  C67 1.573, H73 1.090, H74 1.090, H75 1.090
67 C -9.8862 6.5703 16.5842  C66 1.573, O68 1.444, H76 1.090, H77 1.090
68 O -10.0130 7.9798 16.8725  C67 1.444, C69 1.308
69 C -10.7762 8.8334 16.2405  O68 1.308, O70 1.239, O71 1.327
70 O -11.6170 8.4332 15.4236  C69 1.239
71 O -10.2702 10.0465 16.4210  C69 1.327, C72 1.405
72 C -10.9695 11.1663 15.9415  O71 1.405, H78 1.090, H79 1.090, H80 1.090
73 H -9.8571 6.8261 14.3689  C66 1.090
74 H -9.1140 5.4091 14.8373  C66 1.090
75 H -8.3207 7.0598 15.1705  C66 1.090
76 H -9.3075 6.1202 17.3908  C67 1.090
77 H -10.9127 6.2042 16.5626  C67 1.090
78 H -11.8312 11.3692 16.5774  C72 1.090
79 H -11.2546 10.9389 14.9143  C72 1.090
80 H -10.3833 12.0822 16.0165  C72 1.090
81 C -0.1885 -2.9503 9.8517  C82 1.543, H88 1.090, H89 1.090, H90 1.090
82 C -0.1997 -2.2160 8.4950  C81 1.543, O83 1.380, H91 1.090, H92 1.090
83 O -1.3250 -1.4284 8.3584  C82 1.380, C84 1.341
84 C -1.5181 -0.6170 7.3082  O83 1.341, O85 1.262, O86 1.362
85 O -0.9130 -0.8579 6.2273  C84 1.262
86 O -2.3886 0.3969 7.5738  C84 1.362, C87 1.481
87 C -3.1928 0.4532 8.8166  O86 1.481, H93 1.090, H94 1.090, H95 1.090
88 H 0.7819 -3.4024 10.0569  C81 1.090
89 H -0.8759 -3.7960 9.8710  C81 1.090
90 H -0.2796 -2.2773 10.7043  C81 1.090
91 H -0.2260 -2.9786 7.7167  C82 1.090
92 H 0.7474 -1.6831 8.4106  C82 1.090
93 H -2.9133 -0.0617 9.7358  C87 1.090
94 H -4.1727 0.0506 8.5597  C87 1.090
95 H -3.4000 1.4895 9.0833  C87 1.090
96 C -1.6074 -3.2500 13.4707  C97 1.526, H103 1.090, H104 1.090, H105 1.090
97 C -2.8581 -2.7847 12.7298  C96 1.526, O98 1.449, H106 1.090, H107 1.090
98 O -2.7815 -1.3437 12.8659  C97 1.449, C99 1.298
99 C -3.7434 -0.5922 12.4231  O98 1.298, O100 1.259, O101 1.360
100 O -4.8692 -0.9680 12.0040  C99 1.259
101 O -3.2830 0.6835 12.5283  C99 1.360, C102 1.445
102 C -4.1695 1.7695 12.1761  O101 1.445, H108 1.090, H109 1.090, H110 1.090
103 H -0.7154 -2.6734 13.2259  C96 1.090
104 H -1.5600 -4.3383 13.4335  C96 1.090
105 H -1.8209 -3.1132 14.5308  C96 1.090
106 H -3.7225 -3.2553 13.1983  C97 1.090
107 H -2.8982 -3.1005 11.6873  C97 1.090
108 H -5.1694 1.6745 12.5994  C102 1.090
109 H -4.1578 1.9526 11.1016  C102 1.090
110 H -3.8086 2.6155 12.7610  C102 1.090
111 C -2.3073 1.8899 18.4756  C112 1.533, H118 1.090, H119 1.090, H120 1.090
112 C -3.8325 1.9958 18.3671  C111 1.533, O113 1.421, H121 1.090, H122 1.090
113 O -4.2775 2.0315 19.7163  C112 1.421, C114 1.338
114 C -5.4365 1.5057 20.1286  O113 1.338, O115 1.265, O116 1.365
115 O -6.1728 0.8534 19.3339  C114 1.265
116 O -5.6828 1.8334 21.4304  C114 1.365, C117 1.461
117 C -6.9451 1.5079 22.0895  O116 1.461, H123 1.090, H124 1.090, H125 1.090
118 H -1.8893 1.6251 17.5044  C111 1.090
119 H -2.0763 1.1278 19.2198  C111 1.090
120 H -1.7421 2.7674 18.7894  C111 1.090
121 H -4.1362 1.0898 17.8427  C112 1.090
122 H -4.1849 2.8866 17.8471  C112 1.090
123 H -7.4953 0.7014 21.6048  C117 1.090
124 H -7.4808 2.4487 21.9629  C117 1.090
125 H -7.0786 1.3526 23.1601  C117 1.090
126 C -4.3420 5.3943 2.3888  C127 1.528, H133 1.090, H134 1.090, H135 1.090
127 C -5.3895 5.6265 3.4767  C126 1.528, O128 1.392, H136 1.090, H137 1.090
128 O -4.6319 5.7255 4.6407  C127 1.392, C129 1.393
129 C -4.5137 6.9385 5.3163  O128 1.393, O130 1.266, O131 1.325
130 O -5.0614 8.0042 4.9085  C129 1.266
131 O -3.8239 6.7677 6.4352  C129 1.325, C132 1.436
132 C -3.7584 7.8050 7.4255  O131 1.436, H138 1.090, H139 1.090, H140 1.090
133 H -4.7705 4.8874 1.5242  C126 1.090
134 H -3.4709 4.8641 2.7739  C126 1.090
135 H -3.9793 6.3478 2.0050  C126 1.090
136 H -5.8397 4.6375 3.5634  C127 1.090
137 H -6.1774 6.3662 3.3353  C127 1.090
138 H -4.7961 7.8320 7.7579  C132 1.090
139 H -3.6001 8.7453 6.8973  C132 1.090
140 H -3.1419 7.6280 8.3068  C132 1.090
141 C -8.3776 12.0470 12.9480  C142 1.508, H148 1.090, H149 1.090, H150 1.090
142 C -8.4344 10.6533 13.5215  C141 1.508, O143 1.394, H151 1.090, H152 1.090
143 O -9.7006 10.1322 13.2571  C142 1.394, C144 1.289
144 C -9.9160 9.2982 12.2980  O143 1.289, O145 1.242, O146 1.306
145 O -11.0088 8.7165 12.1937  C144 1.242
146 O -8.8924 9.1923 11.4933  C144 1.306, C147 1.432
147 C -8.7850 8.2349 10.4335  O146 1.432, H153 1.090, H154 1.090, H155 1.090
148 H -7.4492 12.6179 12.9363  C141 1.090
149 H -9.0564 12.7184 13.4739  C141 1.090
150 H -8.5886 11.9397 11.8840  C141 1.090
151 H -8.2912 10.6366 14.6019  C142 1.090
152 H -7.6162 10.0221 13.1747  C142 1.090
153 H -9.1195 7.2719 10.8193  C147 1.090
154 H -7.7440 7.9755 10.2407  C147 1.090
155 H -9.2497 8.4713 9.4763  C147 1.090
156 C -5.0423 4.5657 9.0954  C157 1.530, H163 1.090, H164 1.090, H165 1.090
157 C -5.1118 5.6827 10.1389  C156 1.530, O158 1.355, H166 1.090, H167 1.090
158 O -4.7783 5.2261 11.3701  C157 1.355, C159 1.371
159 C -5.7503 4.8990 12.2800  O158 1.371, O160 1.222, O161 1.340
160 O -6.9682 4.9127 12.1827  C159 1.222
161 O -5.1331 4.6257 13.4378  C159 1.340, C162 1.441
162 C -5.8429 4.2521 14.6343  O161 1.441, H168 1.090, H169 1.090, H170 1.090
163 H -5.2374 4.9568 8.0968  C156 1.090
164 H -5.8038 3.7976 9.2302  C156 1.090
165 H -4.0690 4.0752 9.1070  C156 1.090
166 H -6.0436 6.2427 10.2177  C157 1.090
167 H -4.4759 6.5084 9.8197  C157 1.090
168 H -5.1369 4.0014 15.4260  C162 1.090
169 H -6.5610 3.4723 14.3808  C162 1.090
170 H -6.3209 5.1216 15.0856  C162 1.090
171 C -8.2724 1.5067 13.0194  C172 1.523, H178 1.090, H179 1.090, H180 1.090
172 C -8.0041 0.7434 14.3095  C171 1.523, O173 1.345, H181 1.090, H182 1.090
173 O -6.7131 0.3819 14.4126  C172 1.345, C174 1.280
174 C -6.2029 -0.1372 15.4652  O173 1.280, O175 1.253, O176 1.327
175 O -6.7794 -0.2371 16.5730  C174 1.253
176 O -4.9864 -0.5312 15.1122  C174 1.327, C177 1.468
177 C -4.0234 -1.1560 16.0268  O176 1.468, H183 1.090, H184 1.090, H185 1.090
178 H -7.6453 1.1398 12.2069  C171 1.090
179 H -8.0063 2.5637 13.0070  C171 1.090
180 H -9.2806 1.4721 12.6066  C171 1.090
181 H -8.6965 -0.0914 14.4183  C172 1.090
182 H -8.3463 1.4529 15.0629  C172 1.090
183 H -3.4396 -0.4730 16.6439  C177 1.090
184 H -3.2852 -1.7274 15.4640  C177 1.090
185 H -4.5070 -1.8541 16.7100  C177 1.090
186 C -4.9554 8.1368 13.3398  C187 1.531, H193 1.090, H194 1.090, H195 1.090
187 C -4.4837 9.5070 13.8351  C186 1.531, O188 1.406, H196 1.090, H197 1.090
188 O -5.2696 9.8161 14.9590  C187 1.406, C189 1.378
189 C -5.5021 11.1445 15.2399  O188 1.378, O190 1.228, O191 1.373
190 O -5.1680 12.1374 14.6001  C189 1.228
191 O -6.1373 11.1685 16.4568  C189 1.373, C192 1.378
192 C -6.5664 12.3538 17.0131  O191 1.378, H198 1.090, H199 1.090, H200 1.090
193 H -6.0139 8.0946 13.0833  C186 1.090
194 H -4.7150 7.2814 13.9711  C186 1.090
195 H -4.2708 7.9814 12.5059  C186 1.090
196 H -4.5785 10.1864 12.9881  C187 1.090
197 H -3.4388 9.5409 14.1437  C187 1.090
198 H -5.7299 12.8398 17.5152  C192 1.090
199 H -7.4703 12.2386 17.6114  C192 1.090
200 H -6.9176 13.0532 16.2544  C192 1.090

Properties
**Total energy**: -5541.36386 Eh
**HOMO-LUMO gap**: 9.460 eV
**Net charge**: 0
**LUMO level**: -0.1 eV
**2S+1**: 1